DFT (ωB97M-V/def2-TZVPD) results for 12 unconnected molecules or ions with the total composition C39H77FNO13.

Output
maximum force	9.30	eV/Å
LUMO energy	-3.05	eV

ORCA input file:
```
! wB97M-V def2-TZVPD RIJCOSX def2/J DEFGRID3
* xyz 1 1
H -3.2154 -0.6322 2.8270
N -1.8084 2.4735 1.7423
H 1.0510 2.7779 0.4882
O -3.4096 3.4248 -1.6352
O 0.8818 -1.1124 -1.0568
H 5.0448 2.1479 2.1590
H 0.6357 -3.0232 -2.6606
C -4.8283 2.3468 -3.2248
H -0.9359 -0.2214 -0.4912
H 12.7256 -0.0449 3.8747
H -3.6015 4.8956 -8.3890
H -3.7649 -2.8254 -1.0626
H 15.1568 -1.3941 6.5008
O -6.3182 -2.3344 4.9798
H -3.6280 -3.6420 5.7509
H -5.8809 2.6281 -3.3084
H 7.6596 -3.0042 -2.8599
C -7.7258 2.9831 -0.3134
H -7.0141 2.7353 1.6893
H 6.0548 -4.4739 -4.4375
H -8.0704 0.1021 1.8289
C 10.3916 -0.5604 2.7382
C 0.4895 1.7436 0.6159
C -1.1718 1.9087 0.5058
H 10.5439 -2.6431 3.1820
H -3.2946 -2.5337 4.3793
H 16.1932 -0.3676 5.4554
H -4.4374 2.0407 -4.1985
C -9.8886 -0.4388 -0.2952
C -4.0175 4.7721 -3.5104
C -3.9802 -2.7681 5.1975
C 4.5104 1.1977 2.2367
H -3.5905 4.5740 -4.4968
H -5.9890 1.9960 0.4394
O -2.6302 -0.2667 0.8061
H -3.8373 1.7525 2.0022
C -2.3958 -0.0011 2.2305
H -1.3179 2.7300 -0.3498
H -10.7934 0.0386 0.0893
H -3.4533 2.2936 -7.7321
H 7.2110 -0.9335 2.8213
C 1.8417 -1.8077 -1.3855
H -7.5270 -4.2107 -2.5219
C -4.0291 3.5071 -2.6946
O 1.0298 1.5499 3.2166
H 14.0157 0.9481 4.5885
C 5.9292 -2.3918 -3.9597
C 0.9823 1.0113 1.9958
O 4.9693 -1.6965 -3.6311
C 15.5660 -1.2617 5.4962
C 5.7709 -3.5372 -4.9237
H 10.3085 1.4871 2.1391
H 11.8467 -2.0145 2.1489
H -5.0341 5.1614 -3.6069
H 0.8248 1.0465 -0.2792
H -5.2442 4.6320 -9.0621
H -9.1917 4.0509 0.8224
H -5.9777 3.7618 0.6439
H -5.0959 2.0301 -8.4051
H -5.2327 -5.1117 4.1734
H -9.1666 0.3164 -0.6158
C 13.4813 -0.0021 4.6663
H 3.7547 1.1550 1.4452
H -9.6973 -0.1755 2.5340
H 3.1831 -0.6903 -0.1566
C -9.2784 -1.3109 0.7693
H 6.1859 -0.1942 4.0713
H -8.4180 -1.3954 2.7214
C 5.4742 0.0536 2.0685
C -1.7754 0.5199 -0.0792
H -5.0943 -1.6453 -1.0632
H -7.4644 -2.5180 -1.9825
H -4.8994 -4.0034 2.8018
C -7.1079 -3.5298 -1.7734
H -6.5643 -4.2452 3.3760
H 12.9792 -0.0785 5.6339
H -5.0682 -2.9798 0.1364
C -6.6049 2.8677 0.6847
C 14.4451 -1.1463 4.4981
C 7.3073 -2.1302 -3.4134
C 6.5951 -0.0618 3.0666
C -8.8392 -0.6438 2.0453
C -5.3583 -3.0297 4.6511
C -8.6896 4.1273 -0.1453
H -4.7561 1.6650 -6.6989
H -9.4453 4.0845 -0.9368
H -3.4008 5.5235 -3.0060
C -4.8389 -2.6942 -0.8933
C -4.9084 3.7476 -7.1428
H 4.7232 -3.6073 -5.2349
C -5.5167 -4.1751 3.6872
H -4.0169 -1.9122 5.8800
H 2.3006 -2.7814 -3.2348
O 9.9009 -0.3107 3.8380
H -1.3607 -0.3525 2.6454
H 3.5720 -2.4201 -0.2856
O 14.3212 -1.9559 3.5805
H 10.0558 0.3240 0.8188
H -4.7449 1.5022 -2.5325
O -9.1438 -2.5221 0.6028
C 3.2198 -1.5461 -0.8391
H 7.2706 -1.2744 -2.7309
F 1.4011 -0.4368 1.8944
H -10.1578 -1.0555 -1.1592
H 11.6985 0.5875 1.4920
C 1.6833 -2.9531 -2.3494
H 6.3881 -3.3655 -5.8091
C -5.6050 -3.5687 -1.8496
H -2.3637 3.3356 1.4569
H 10.2041 -2.2780 1.4758
H -1.1105 2.8371 2.4594
H -2.4323 0.7927 -1.0371
C 10.6325 0.5264 1.7249
H -8.1552 5.0775 -0.2230
H 7.2223 0.8323 3.0258
C 10.7744 -1.9646 2.3539
O -7.8497 2.1735 -1.2311
C -4.5256 2.3434 -7.5271
H 1.9673 -3.8898 -1.8632
H 16.1819 -2.1334 5.2509
O 5.3503 -0.7560 1.1509
H 7.9929 -1.8958 -4.2316
H 4.0083 1.1214 3.2043
C -4.6675 4.8345 -8.1561
O -5.0252 -4.2876 -2.6619
H -4.9915 5.7952 -7.7418
H 3.9054 -1.3118 -1.6573
O -5.3991 3.9974 -6.0429
H -2.8441 1.8690 3.6180
H -7.4382 -3.8527 -0.7829
C -2.7601 1.5752 2.4853
*
```

Here are the Mulliken charges for atoms 1 to 99, given in e:
1. H 0.107
2. N -0.016
3. H 0.459
4. O -0.543
5. O -0.443
6. H 0.433
7. H 0.327
8. C -0.512
9. H 0.097
10. H -0.167
11. H 0.333
12. H 0.282
13. H 0.314
14. O -0.564
15. H 0.396
16. H 0.335
17. H 0.328
18. C 0.807
19. H 0.504
20. H 0.342
21. H 0.055
22. C 0.945
23. C -0.588
24. C -0.136
25. H 0.294
26. H 0.207
27. H 0.308
28. H 0.181
29. C -0.771
30. C -1.082
31. C -1.028
32. C -0.743
33. H 0.222
34. H 0.032
35. O -0.345
36. H -0.041
37. C -0.102
38. H 0.291
39. H 0.401
40. H 0.317
41. H 0.238
42. C 0.567
43. H 0.302
44. C 0.696
45. O -0.545
46. H 0.355
47. C 0.882
48. C 0.638
49. O -0.563
50. C -1.133
51. C -1.157
52. H 0.302
53. H 0.326
54. H 0.339
55. H 0.195
56. H 0.365
57. H 0.355
58. H 0.474
59. H 0.390
60. H 0.367
61. H -0.044
62. C -0.588
63. H -0.084
64. H 0.372
65. H -0.388
66. C 0.880
67. H 0.374
68. H 0.230
69. C 0.830
70. C 0.100
71. H 0.083
72. H 0.215
73. H 0.208
74. C -0.944
75. H 0.282
76. H 0.333
77. H 0.061
78. C -0.931
79. C 0.798
80. C -1.119
81. C -1.191
82. C -0.807
83. C 0.861
84. C -1.365
85. H 0.245
86. H 0.356
87. H 0.362
88. C -0.417
89. C 0.857
90. H 0.272
91. C -0.978
92. H 0.274
93. H 0.245
94. O -0.564
95. H 0.189
96. H 0.382
97. O -0.546
98. H 0.367
99. H -0.011

DFT (ωB97M-V/def2-TZVPD) results for 13 unconnected molecules or ions with the total composition C39H78O21.

Output
maximum force	4.96	eV/Å
expectation value of S²	0.76
LUMO energy (spin up / spin down)	-4.92 / -8.68	eV

ORCA input file:
```
! wB97M-V def2-TZVPD RIJCOSX def2/J DEFGRID3
* xyz 1 2
O -4.7892 -2.8875 -5.1139
H 0.0292 -0.9426 3.1585
H -1.4120 -0.7236 -1.9422
H -1.0806 -3.5004 0.7610
C -2.1209 1.6014 6.3841
H -2.7693 2.2682 6.9525
H 5.1114 2.9953 6.2841
H -3.0682 3.1316 1.2894
C 3.3230 -2.1093 3.1183
C -2.6156 -3.7381 -8.6062
H 2.0238 4.1152 -1.4994
C -3.6057 -0.8374 -4.9189
H 0.4326 -5.8548 -1.7255
H 2.4530 -1.5398 2.7913
H -5.1460 -2.1407 5.1851
H -0.3038 -2.5153 -4.8209
C 0.4425 -5.1708 -0.8768
O -3.8762 -0.6219 4.4386
C 3.0711 -0.2259 -4.0277
O -2.0423 -3.1084 -2.3131
O -2.9575 2.8668 -0.7306
O -1.5150 -1.9002 -6.7896
C 0.5610 -2.9386 -5.3318
O -1.2923 -6.5721 -0.0190
H 4.7816 1.7637 7.6272
H 1.5126 2.4034 2.1444
H -2.0662 -4.6134 1.6525
O -3.8489 1.1385 -1.9089
C -3.0604 -3.5120 -1.7398
C -0.3722 -0.8785 -1.6543
C 3.3857 -3.5269 2.5095
H -3.2050 -5.5024 -1.2427
H -4.5163 2.8276 0.5702
H 0.2823 4.7312 1.4470
H 2.9264 7.2246 2.5870
O 1.9836 -0.4374 -0.1884
C 4.5933 -4.3289 2.6102
H 2.1982 6.9134 4.0677
O 0.1050 -3.5332 -6.5217
C -3.0478 2.0743 -1.8353
H 5.9842 1.2674 4.4413
C 2.4222 6.4198 3.1220
H -0.9328 2.2422 -4.2962
H -4.6802 -2.1590 -1.1017
H 4.5906 0.4653 3.6930
O 2.4012 -4.0439 2.1048
H 5.3733 -3.9180 1.9693
H -3.2431 1.5065 0.8735
C -1.0807 -4.4975 1.2014
H -5.4114 -0.5926 -7.0720
C -4.3857 -1.8637 -5.6723
H -4.1404 -3.2962 0.1211
C -0.0826 4.8792 0.4306
C -3.4782 2.5028 0.4990
C 1.0730 5.6074 -0.2582
H -4.7012 -4.6188 -1.6815
H -0.3896 -4.4928 2.0444
C 2.0192 1.8871 1.3290
C 4.5402 5.5279 4.4180
H -2.7409 -4.3311 -9.5121
H -3.0793 -1.9348 -0.3343
H -1.0419 -1.8853 2.2631
H -0.3011 -1.7029 -0.9448
O 3.1630 0.5202 5.5843
H -0.6715 -0.1990 1.7785
H 3.1325 -2.1521 4.1907
H 4.2577 -5.2543 2.1420
H 2.9120 5.5901 -1.2536
H 4.1870 -1.5406 2.7747
C -1.8095 1.8261 -3.7999
H -3.3064 -1.3066 -3.9816
O -0.0285 0.3352 -0.9355
C 3.8349 2.1859 -3.7348
C 1.0688 0.3884 -0.1986
H -1.7570 0.9349 7.1660
H 3.2651 2.5459 -4.5915
H 3.6159 2.6907 6.8120
H 4.9797 -4.5212 3.6111
H -2.5408 1.6864 -4.5960
C -3.6719 -4.8351 -1.9672
H 4.8203 6.5798 4.4739
O -3.4982 -1.8952 2.5371
H 4.2689 5.2032 5.4225
C 4.1591 0.7708 -3.9366
C 2.2288 4.8949 -0.7657
H 3.2289 2.3198 -2.8387
C -0.1540 1.8952 4.6357
H 2.8889 -0.8272 -3.1370
H 1.0995 -3.6857 -4.7488
H -1.3976 0.8579 -3.5152
O 5.3227 0.4657 -4.1692
H -0.3601 3.9557 -0.0776
H 2.0868 0.1995 -4.2236
H 1.2460 -2.1360 -5.6052
C -0.9399 2.4207 5.7770
O -0.7028 3.4950 6.2331
C -0.6323 -5.5600 0.1426
H 0.2600 -1.0533 -2.5249
H -4.1633 0.0458 -4.6070
H -2.7341 -0.5240 -5.4935
C 3.3814 5.2944 3.4625
O -1.9691 -0.4072 3.4877
C -5.1650 -1.1720 4.6857
O 1.0617 1.5664 0.3924
H -0.7477 1.5169 3.8035
H 0.2543 -4.1719 -1.2703
H 4.6077 2.3380 3.8262
H 1.5099 6.1054 2.6152
O -2.0664 2.4900 -2.6066
H 2.4287 1.0084 1.8273
H -0.9405 5.5513 0.4143
H -2.6341 1.0622 5.5878
C -0.9303 -2.9717 -7.1587
C 4.1773 1.1884 5.4635
H 0.2447 1.0495 5.1960
C -0.9098 -0.8608 2.6111
H -3.5813 -5.3155 -2.9415
H -3.3572 -4.0018 -7.8522
O 3.2196 4.1588 2.9619
O 1.0016 6.8711 -0.3657
H -5.5542 -2.3226 -7.2760
H -4.1281 -1.4665 -7.8678
C 4.5373 2.1367 6.6325
H -5.8589 -1.2041 3.8457
C 4.9245 1.3669 4.2066
H -2.7862 -2.7379 -9.0046
H 1.4477 -5.1396 -0.4566
C -3.8019 -2.6643 -0.7000
O -1.2811 -3.8254 -8.1604
H 0.5419 2.6210 4.2147
H 2.8996 2.4647 1.0473
H -5.5548 -0.4796 5.4318
H 3.2237 -0.9724 -4.8072
H 5.3126 4.8148 4.1298
C -3.1488 -1.1268 3.4340
H 2.8363 4.3402 -0.0506
C -4.8467 -1.5247 -7.0503
H 4.7737 2.7384 -3.6980
*
```

Here are the Mulliken charges for atoms 1 to 99, given in e:
1. O -0.613
2. H 0.200
3. H -0.106
4. H -0.517
5. C -0.880
6. H 0.400
7. H 0.290
8. H 0.261
9. C -0.440
10. C -0.633
11. H 0.138
12. C -0.560
13. H 0.406
14. H -0.166
15. H 0.325
16. H 0.106
17. C -0.599
18. O -0.263
19. C -0.718
20. O -0.283
21. O -0.259
22. O -0.602
23. C -0.364
24. O -0.156
25. H 0.380
26. H -0.103
27. H 0.534
28. O -0.608
29. C 0.866
30. C 0.099
31. C 0.526
32. H 0.221
33. H 0.415
34. H -0.058
35. H 0.367
36. O -0.579
37. C -1.200
38. H 0.436
39. O -0.381
40. C 0.823
41. H 0.427
42. C -1.191
43. H 0.374
44. H 0.553
45. H -0.630
46. O -0.462
47. H 0.333
48. H 0.305
49. C -0.166
50. H 0.398
51. C 0.711
52. H 0.530
53. C -0.153
54. C -0.872
55. C 0.699
56. H 0.440
57. H 0.557
58. C -0.404
59. C -1.147
60. H 0.321
61. H -0.102
62. H -0.172
63. H 0.062
64. O -0.574
65. H 0.363
66. H 0.429
67. H 0.335
68. H 0.463
69. H 0.281
70. C -0.505
71. H -0.147
72. O 0.235
73. C -0.695
74. C 0.073
75. H 0.334
76. H 0.358
77. H 0.295
78. H 0.324
79. H 0.400
80. C -1.298
81. H 0.409
82. O -0.546
83. H 0.214
84. C 0.515
85. C -0.773
86. H -0.066
87. C 0.190
88. H 0.220
89. H 0.281
90. H -0.009
91. O -0.589
92. H -0.115
93. H 0.237
94. H 0.298
95. C 0.441
96. O -0.574
97. C 0.625
98. H 0.005
99. H 0.547